103
Properties=species:S:1:pos:R:3 method="wB97M-V/def2-TZVPD" total_charge=0 homo_lumo_gap_ev=8.7 lumo_energy_ev=-0.9633 total_energy_ha=-8451.53807
O -2.063 -1.980 -4.594
C -1.399 -1.061 -4.170
C -0.258 -1.268 -3.159
C -0.523 -0.502 -1.877
C -1.595 0.337 -1.690
C -1.803 1.042 -0.523
C -2.987 1.973 -0.429
C -4.185 1.420 0.344
C -4.793 0.155 -0.262
F -4.764 0.169 -1.610
Br -3.958 -1.427 0.508
C -6.331 0.141 0.123
F -7.002 0.967 -0.671
F -6.458 0.605 1.375
Br -7.189 -1.614 0.083
C -0.899 0.887 0.496
C 0.169 0.063 0.358
C 0.353 -0.623 -0.832
C 1.634 -1.403 -0.700
O 2.276 -1.964 -1.554
N 2.011 -1.318 0.679
C 1.293 -0.259 1.317
O 1.609 0.237 2.371
H -1.612 -0.029 -4.511
H 0.662 -0.947 -3.647
H -0.177 -2.326 -2.908
H -2.309 0.494 -2.489
H -2.644 2.853 0.117
H -3.238 2.319 -1.431
H -3.978 1.304 1.405
H -4.965 2.188 0.295
H -1.007 1.436 1.429
H 1.726 -2.238 1.025
C -0.316 8.304 -0.347
C -0.249 6.917 -0.299
C -1.391 6.181 -0.038
C -2.590 6.842 0.166
C -2.674 8.221 0.121
C -1.525 8.954 -0.135
N -3.798 6.050 0.424
O -3.660 4.842 0.498
O -4.851 6.633 0.557
H 0.577 8.879 -0.553
H 0.689 6.414 -0.466
H -1.337 5.103 0.000
H -3.614 8.728 0.285
H -1.573 10.034 -0.173
C 5.209 -6.741 -1.768
C 4.426 -5.615 -1.985
C 3.407 -5.296 -1.103
C 3.192 -6.116 -0.006
C 3.959 -7.245 0.222
C 4.973 -7.557 -0.668
N 2.132 -5.761 0.939
O 1.475 -4.773 0.679
O 1.969 -6.457 1.920
H 6.008 -6.984 -2.457
H 4.612 -4.982 -2.842
H 2.801 -4.416 -1.279
H 3.779 -7.877 1.079
H 5.584 -8.434 -0.503
C 0.365 -6.848 4.478
C 0.085 -7.378 5.732
C -0.887 -6.798 6.531
C -1.573 -5.694 6.060
C -1.303 -5.150 4.816
C -0.326 -5.733 4.023
N -2.622 -5.090 6.894
O -2.823 -5.578 7.988
O -3.228 -4.141 6.440
H 1.119 -7.304 3.856
H 0.626 -8.245 6.086
H -1.103 -7.211 7.506
H -1.842 -4.285 4.460
H -0.105 -5.322 3.048
C 0.875 3.105 5.396
C 0.504 4.417 5.664
C 0.688 5.400 4.705
C 1.239 5.051 3.485
C 1.619 3.750 3.205
C 1.435 2.772 4.169
N 1.412 6.082 2.453
O 1.084 7.219 2.719
O 1.868 5.728 1.382
H 0.724 2.338 6.145
H 0.069 4.673 6.620
H 0.398 6.420 4.914
H 2.052 3.489 2.250
H 1.725 1.750 3.961
C 3.897 -0.090 -8.350
C 3.595 -0.647 -7.114
C 2.584 -0.106 -6.338
C 1.884 0.989 -6.814
C 2.177 1.559 -8.040
C 3.192 1.014 -8.810
N 0.795 1.552 -6.006
O 0.569 1.042 -4.924
O 0.178 2.490 -6.462
H 4.684 -0.518 -8.956
H 4.147 -1.505 -6.757
H 2.352 -0.541 -5.376
H 1.627 2.416 -8.400
H 3.430 1.448 -9.771

---

75
Properties=species:S:1:pos:R:3 method="wB97M-V/def2-TZVPD" total_charge=0 homo_lumo_gap_ev=2.7 lumo_energy_ev=-2.8208 total_energy_ha=-2438.51274
C 0.654 0.724 6.631
C 0.424 -0.275 5.543
C -0.873 -0.706 5.253
C -1.133 -1.536 4.178
C -0.095 -1.905 3.273
C -0.440 -2.544 2.059
S 0.813 -3.434 1.234
C -0.189 -4.759 0.348
F 0.594 -5.368 -0.562
F -0.665 -5.684 1.205
F -1.245 -4.186 -0.291
O 1.454 -2.627 0.215
O 1.592 -4.205 2.191
C 1.238 -1.615 3.684
C 1.472 -0.783 4.764
H 1.716 0.953 6.745
H 0.122 1.657 6.412
H 0.268 0.352 7.585
H -1.681 -0.340 5.882
H -2.138 -1.916 3.996
H -1.411 -3.030 2.006
H 2.082 -2.062 3.158
H 2.494 -0.499 4.996
C -5.669 5.259 -1.349
N -4.338 4.809 -1.024
C -3.469 5.598 -0.330
O -3.695 6.746 0.055
C -2.183 4.799 -0.128
C -1.853 4.584 1.355
C -1.621 5.879 2.109
C -2.439 6.218 3.195
C -2.281 7.457 3.822
C -1.274 8.338 3.408
C -0.410 7.957 2.375
C -0.573 6.725 1.730
N -2.469 3.539 -0.836
C -1.565 2.534 -0.836
C -1.789 1.282 -1.408
C -0.964 0.162 -1.366
C -1.200 -0.973 -2.239
C -2.405 -1.128 -2.983
C -2.619 -2.263 -3.784
N -3.911 -2.488 -4.349
O -4.103 -3.565 -4.956
O -4.797 -1.615 -4.197
C -1.620 -3.239 -3.944
C -0.394 -3.049 -3.292
C -0.178 -1.951 -2.461
C -3.825 3.497 -1.419
C -4.689 2.401 -0.787
C -3.823 3.407 -2.951
H -5.818 6.250 -0.925
H -5.807 5.306 -2.432
H -6.418 4.576 -0.940
H -1.348 5.335 -0.626
H -2.693 4.037 1.814
H -0.953 3.951 1.410
H -3.220 5.517 3.509
H -2.958 7.737 4.628
H -1.152 9.306 3.900
H 0.389 8.622 2.052
H 0.092 6.417 0.916
H -0.584 2.772 -0.412
H -2.682 1.182 -2.022
H -0.004 0.192 -0.835
H -3.201 -0.385 -2.957
H -1.842 -4.125 -4.546
H 0.396 -3.788 -3.435
H 0.790 -1.802 -1.981
H -4.761 2.576 0.294
H -5.692 2.433 -1.226
H -4.262 1.411 -0.955
H -3.315 4.289 -3.363
H -3.313 2.509 -3.306
H -4.857 3.393 -3.314

---

17
Properties=species:S:1:pos:R:3 method="wB97M-V/def2-TZVPD" total_charge=+1 homo_lumo_gap_ev=9.4 lumo_energy_ev=-4.2599 total_energy_ha=-421.55773
C 0.679 -0.553 -0.022
C 0.054 -0.508 -2.168
C -0.762 0.907 -1.064
C 1.408 -0.997 1.175
N 0.779 -1.081 -1.149
N -0.076 0.627 0.149
N -0.860 0.769 1.299
F -2.144 0.686 -0.945
H -0.659 -1.070 -2.674
H 0.771 0.177 -2.713
H -0.572 1.841 -1.433
H 1.478 -0.016 1.869
H 2.321 -1.533 0.949
H 0.829 -1.740 1.684
H -0.291 0.612 2.275
H -1.794 0.218 1.288
H -1.163 1.662 1.481

---

79
Properties=species:S:1:pos:R:3 method="wB97M-V/def2-TZVPD" total_charge=-3 homo_lumo_gap_ev=6.3 lumo_energy_ev=3.8564 total_energy_ha=-10825.36786
Zn -4.688 -19.332 -7.406
Zn -5.158 -23.763 -9.055
C -8.222 -26.383 -11.000
F -7.163 -27.078 -10.594
F -8.122 -26.169 -12.321
F -9.308 -27.096 -10.747
S -8.276 -24.676 -10.169
O -8.959 -24.903 -8.909
O -6.859 -24.325 -10.060
O -8.990 -23.845 -11.121
C -4.988 -20.070 -11.874
F -3.721 -19.824 -11.579
F -5.617 -18.987 -12.326
F -5.069 -20.984 -12.844
S -5.886 -20.657 -10.306
O -5.449 -19.797 -9.202
O -7.309 -20.650 -10.601
O -5.401 -22.028 -10.114
C -3.338 -21.515 -1.638
F -2.439 -20.573 -1.935
F -4.199 -21.046 -0.730
F -4.077 -21.841 -2.711
S -2.452 -23.081 -1.009
O -1.827 -22.692 0.247
O -3.437 -24.140 -0.925
O -1.470 -23.289 -2.074
C -6.382 -22.707 -4.905
F -6.417 -21.696 -4.039
F -5.215 -23.317 -4.904
F -7.337 -23.551 -4.632
S -6.689 -21.968 -6.601
O -8.071 -21.518 -6.682
O -5.717 -20.881 -6.699
O -6.430 -22.988 -7.635
C -8.030 -21.503 -0.450
F -7.168 -21.132 0.509
F -7.562 -22.525 -1.147
F -9.135 -21.898 0.182
S -8.413 -20.064 -1.534
O -7.242 -19.196 -1.660
O -8.834 -20.671 -2.793
O -9.533 -19.409 -0.870
C -4.944 -28.164 -7.938
F -6.167 -28.375 -8.399
F -4.610 -29.124 -7.087
F -4.113 -28.221 -9.000
S -4.884 -26.461 -7.099
O -4.922 -25.503 -8.231
O -6.059 -26.492 -6.267
O -3.647 -26.348 -6.372
C -1.310 -21.900 -9.067
F -0.755 -23.086 -9.181
F -0.389 -20.983 -8.748
F -1.885 -21.546 -10.212
S -2.626 -21.996 -7.712
O -3.202 -20.644 -7.657
O -3.590 -23.018 -8.129
O -1.899 -22.381 -6.533
O -5.258 -25.900 -2.304
H -4.422 -25.429 -2.150
H -5.378 -25.878 -3.261
O -4.300 -18.879 -5.515
H -3.442 -18.657 -5.136
H -4.937 -18.910 -4.740
O -10.210 -21.738 -4.740
H -9.526 -21.607 -5.404
H -9.821 -21.210 -3.995
O -6.464 -18.348 -7.107
H -6.729 -17.682 -6.464
H -7.266 -18.558 -7.607
O -8.728 -26.444 -6.010
H -8.790 -25.926 -6.823
H -7.773 -26.499 -5.826
O -5.920 -19.055 -3.363
H -6.085 -19.838 -2.805
H -6.748 -18.566 -3.332
O -10.774 -20.722 -7.592
H -9.833 -20.563 -7.418
H -10.957 -20.237 -8.403

---

7
Properties=species:S:1:pos:R:3 method="wB97M-V/def2-TZVPD" total_charge=0 homo_lumo_gap_ev=10.9 lumo_energy_ev=-0.0211 total_energy_ha=-165.10457
B 0.546 0.121 -0.552
C -0.669 0.152 0.423
F -1.678 -0.649 0.400
H 1.196 1.001 -0.569
H 0.607 -0.489 -1.502
H -0.783 0.735 1.401
H 0.780 -0.872 0.399

---

23
Properties=species:S:1:pos:R:3 method="wB97M-V/def2-TZVPD" total_charge=+1 homo_lumo_gap_ev=9.9 lumo_energy_ev=-3.1331 total_energy_ha=-706.94172
N 1.109 -1.124 0.140
C 0.484 0.247 0.438
C -0.879 0.076 1.131
C -0.711 -0.366 2.595
S -0.338 -2.142 2.851
C 0.361 1.047 -0.881
N -0.112 0.159 -1.937
C -0.248 0.858 -3.227
H 0.346 -1.777 -0.038
H 1.822 -0.979 -0.588
H 1.657 -1.304 0.991
H 1.164 0.813 1.071
H -1.464 -0.650 0.569
H -1.439 1.006 1.065
H 0.104 0.196 3.039
H -1.614 -0.140 3.159
H 0.497 -1.882 3.868
H -0.365 1.854 -0.723
H 1.364 1.420 -1.094
H -0.970 -0.261 -1.617
H -0.167 1.930 -3.143
H -1.134 0.534 -3.772
H 0.535 0.487 -3.897

---

11
Properties=species:S:1:pos:R:3 method="wB97M-V/def2-TZVPD" total_charge=0 homo_lumo_gap_ev=10.7 lumo_energy_ev=0.6596 total_energy_ha=-227.38246
C 1.661 0.286 -0.452
C 0.420 0.507 -0.879
N -1.223 -1.149 0.697
C -0.388 1.582 -0.365
N -1.039 2.453 0.033
H 2.123 0.906 0.309
H -0.317 -1.484 1.012
H 2.236 -0.543 -0.851
H -0.066 -0.130 -1.609
H -1.860 -1.938 0.707
H -1.546 -0.489 1.398

---

85
Properties=species:S:1:pos:R:3 method="wB97M-V/def2-TZVPD" total_charge=0 homo_lumo_gap_ev=10.3 lumo_energy_ev=0.7085 total_energy_ha=-1649.82042
C -3.029 -0.154 -2.973
C -1.913 -0.571 -2.851
C -0.706 -1.364 -2.572
O -0.978 -2.544 -1.852
C -0.643 -2.530 -0.472
C -0.993 -1.276 0.319
O -2.356 -0.927 0.265
C -2.618 0.244 1.026
C -2.714 1.514 0.192
C -1.362 2.172 -0.136
C -0.743 2.828 1.086
N 0.275 2.207 1.824
O -1.160 3.914 1.426
C 0.860 -2.822 -0.168
C 1.764 -3.106 -1.353
C 2.514 -1.932 -1.943
N 1.919 -4.251 -1.867
H -3.934 0.397 -2.881
H 0.079 -0.746 -2.136
H -0.336 -1.668 -3.556
H -1.222 -3.339 -0.031
H -0.320 -0.464 0.020
H -0.742 -1.514 1.362
H -1.857 0.408 1.799
H -3.547 0.083 1.575
H -3.252 2.251 0.796
H -3.293 1.381 -0.716
H -0.689 1.499 -0.668
H -1.573 2.996 -0.815
H 1.140 2.719 1.721
H 0.403 1.231 1.595
H 1.250 -2.000 0.434
H 0.893 -3.700 0.477
H 2.491 -1.107 -1.227
H 2.053 -1.557 -2.854
H 3.561 -2.178 -2.089
H 1.345 -4.933 -1.370
C -1.805 6.434 2.888
C -2.048 7.933 3.029
C -1.522 8.506 4.349
C -2.236 7.977 5.510
N -2.800 7.564 6.420
H -2.342 5.871 3.654
H -2.146 6.081 1.920
H -0.744 6.196 2.973
H -3.116 8.143 2.937
H -1.550 8.454 2.209
H -1.626 9.593 4.348
H -0.457 8.290 4.454
C -3.099 -1.517 4.253
C -3.674 -2.928 4.202
C -2.653 -4.001 4.594
C -1.549 -4.081 3.641
N -0.683 -4.146 2.891
H -2.290 -1.391 3.531
H -3.870 -0.784 4.018
H -2.709 -1.287 5.246
H -4.057 -3.130 3.201
H -4.521 -2.996 4.887
H -3.141 -4.976 4.641
H -2.254 -3.798 5.589
C 6.855 0.715 1.345
C 6.266 -0.588 0.815
C 5.152 -0.367 -0.214
C 3.969 0.270 0.359
N 3.027 0.754 0.802
H 6.108 1.297 1.887
H 7.676 0.509 2.031
H 7.243 1.330 0.531
H 5.889 -1.184 1.647
H 7.057 -1.171 0.339
H 4.850 -1.325 -0.632
H 5.526 0.237 -1.042
C 0.200 -4.303 -6.355
C -0.059 -3.311 -7.484
C 1.140 -2.399 -7.764
C 1.431 -1.518 -6.635
N 1.660 -0.828 -5.748
H 0.372 -3.794 -5.406
H -0.657 -4.963 -6.226
H 1.073 -4.923 -6.571
H -0.935 -2.706 -7.246
H -0.291 -3.860 -8.399
H 0.941 -1.783 -8.642
H 2.025 -2.997 -7.990

---

17
Properties=species:S:1:pos:R:3 method="wB97M-V/def2-TZVPD" total_charge=0 homo_lumo_gap_ev="7.6 / 6.7" lumo_energy_ev="-1.1702 / -1.6027" total_energy_ha=-650.45655
C -3.073 -0.240 0.255
C -2.607 0.849 -0.215
C -1.758 2.058 -0.017
C -0.307 1.752 -0.499
C 0.772 -2.388 -1.059
C 0.402 -1.010 -0.376
O -3.692 -1.255 0.464
P -0.410 0.089 -1.580
H -2.205 2.857 -0.514
H -1.754 2.371 1.039
H -0.015 2.468 -1.207
H 0.393 1.532 0.229
H 1.298 -2.910 -0.220
H -0.166 -2.926 -1.343
H 1.361 -2.204 -1.985
H 1.272 -0.555 0.035
H -0.197 -1.260 0.554

---

39
Properties=species:S:1:pos:R:3 method="wB97M-V/def2-TZVPD" total_charge=+1 homo_lumo_gap_ev=7.6 lumo_energy_ev=-5.3184 total_energy_ha=-3083.68505
Mg -1.652 2.781 -0.638
Mg 1.417 2.127 0.322
C -1.510 -0.867 0.558
C -1.445 0.513 -0.032
O -2.457 1.079 -0.554
O -0.406 1.252 0.149
H -0.509 -1.013 0.961
H -1.548 -1.528 -0.313
H -2.351 -0.971 1.231
C 3.977 -0.151 1.902
C 3.043 0.832 1.285
O 2.003 1.220 1.912
O 3.160 1.265 0.097
H 4.450 0.255 2.794
H 4.727 -0.550 1.221
H 3.444 -1.054 2.215
C 0.944 3.170 -3.911
C 0.403 3.046 -2.517
O 1.173 2.695 -1.585
O -0.818 3.339 -2.312
H 2.027 3.297 -3.916
H 0.494 4.020 -4.412
H 0.823 2.226 -4.443
Cl 0.955 -1.436 -1.799
C -0.299 -1.713 -3.040
C -0.343 -0.562 -4.037
Cl -1.997 -0.396 -4.660
H -1.264 -1.856 -2.564
H -0.079 -2.639 -3.569
H 0.388 -0.626 -4.836
H -0.181 0.373 -3.500
Cl -4.038 -2.194 3.946
C -2.630 -2.767 4.832
C -1.491 -1.770 4.681
Cl -0.055 -2.359 5.510
H -2.339 -3.739 4.438
H -2.937 -2.927 5.862
H -1.811 -0.808 5.084
H -1.267 -1.568 3.635

---

22
Properties=species:S:1:pos:R:3 method="wB97M-V/def2-TZVPD" s2=0.76 total_charge=-2 homo_lumo_gap_ev="2.9 / 5.2" lumo_energy_ev="4.6241 / 4.5889" total_energy_ha=-2763.12015 multiplicity=2
Hg 0.832 -1.089 -0.342
C 2.166 1.314 2.054
O 1.892 0.483 0.936
H 3.242 1.362 2.220
H 1.715 2.305 2.008
H 1.776 0.791 2.927
C -1.237 -2.279 -2.848
O -0.418 -2.604 -1.722
H -2.263 -2.101 -2.525
H -0.871 -1.432 -3.428
H -1.390 -3.100 -3.548
Cl 1.631 -3.487 0.780
C 0.259 2.633 -2.484
Cl 0.851 0.990 -2.182
Cl -0.303 3.329 -0.973
H 1.145 3.162 -2.835
H -0.523 2.575 -3.240
C -1.624 -0.449 3.087
Cl -1.151 -1.310 1.655
Cl -3.017 -1.242 3.901
H -0.750 -0.406 3.738
H -1.960 0.553 2.821

---

20
Properties=species:S:1:pos:R:3 method="wB97M-V/def2-TZVPD" s2=0.75 total_charge=-1 homo_lumo_gap_ev="2.7 / 9.5" lumo_energy_ev="3.8921 / 3.7621" total_energy_ha=-365.36002 multiplicity=2
C -0.245 0.021 -2.317
N 0.628 0.638 -1.313
C -0.144 1.360 -0.286
C -0.140 1.067 2.204
C 0.501 1.297 1.066
H -0.687 -0.893 -1.929
H 0.320 -0.230 -3.218
H -1.080 0.673 -2.607
H 1.198 1.305 -1.829
H -0.196 2.423 -0.555
H -1.151 0.956 -0.237
H 0.292 1.142 3.191
H -1.194 0.813 2.152
H 1.554 1.553 1.078
H -1.855 -2.689 1.294
H -0.458 -2.107 1.467
O -1.189 -2.499 1.971
H 1.913 -2.015 0.166
H 0.964 -0.942 -0.315
O 0.970 -1.871 0.016

---

Copy entry 6 word for word.
23
Properties=species:S:1:pos:R:3 method="wB97M-V/def2-TZVPD" total_charge=+1 homo_lumo_gap_ev=9.9 lumo_energy_ev=-3.1331 total_energy_ha=-706.94172
N 1.109 -1.124 0.140
C 0.484 0.247 0.438
C -0.879 0.076 1.131
C -0.711 -0.366 2.595
S -0.338 -2.142 2.851
C 0.361 1.047 -0.881
N -0.112 0.159 -1.937
C -0.248 0.858 -3.227
H 0.346 -1.777 -0.038
H 1.822 -0.979 -0.588
H 1.657 -1.304 0.991
H 1.164 0.813 1.071
H -1.464 -0.650 0.569
H -1.439 1.006 1.065
H 0.104 0.196 3.039
H -1.614 -0.140 3.159
H 0.497 -1.882 3.868
H -0.365 1.854 -0.723
H 1.364 1.420 -1.094
H -0.970 -0.261 -1.617
H -0.167 1.930 -3.143
H -1.134 0.534 -3.772
H 0.535 0.487 -3.897